{"formula": "C4H4N2O", "method": "ωB97M-V/def2-TZVPD", "elements": ["C", "C", "C", "C", "N", "N", "O", "H", "H", "H", "H"], "coordinates": [[-0.23472, 1.45502, -0.92837], [0.85251, -2.16551, 0.54921], [0.06841, 1.09509, 0.28061], [-1.41113, 0.74577, 0.46748], [-1.77837, 1.15013, -0.70688], [1.48812, -1.69189, -0.32646], [0.46606, -2.66096, 1.51241], [0.32561, 2.07827, -1.76727], [0.91390, 1.24615, 0.98525], [-2.09547, 0.35657, 1.33019], [1.40507, -1.60867, -1.39617]], "atomic_forces_ev_per_a": [[0.443, 2.252, -2.734], [0.444, -0.723, 0.040], [1.322, -0.204, 2.628], [-1.539, 0.023, 0.274], [0.539, -0.676, 0.624], [0.955, 1.380, -4.595], [-1.278, -0.503, 1.562], [-1.533, -1.625, 1.769], [-0.582, -0.387, -0.851], [1.311, 0.719, -1.716], [-0.084, -0.255, 2.997]], "lowdin_charge": [-0.117, -0.474, -0.131, -0.175, 0.054, 0.177, 0.158, 0.132, 0.100, 0.131, 0.144], "total_energy_ev": -9235.839, "gap_ev": 8.98, "e_homo_ev": -9.04, "de_lowest_kcal_mol": 107.2, "e_lumo_ev": -0.0600, "fmax_ev_per_a": 4.89}